Computed, not measured: a structure of composition C29H37INO3S3SiV at a distorted geometry, with wB97M-V/def2-TZVPD.

Computed properties:
Spin multiplicity: 3
Frontier orbital gap (alpha / beta): 7.23 / 7.19 eV
Energy above the lowest of the compared OMol25 structures with the same formula, charge and spin: 0.00 kcal/mol

Structure (XYZ):
```
76
Properties=species:S:1:pos:R:3:forces:R:3
V -0.570 -0.787 0.008 -0.78 0.55 -0.78
C -1.197 -1.720 4.065 -0.23 0.10 -0.06
C -1.611 -1.292 2.683 0.27 -0.01 -0.16
O -0.690 -0.923 1.929 -0.02 -0.04 0.96
C -2.983 -1.301 2.238 -0.02 -0.09 0.39
C -4.018 -1.440 3.193 0.02 0.02 -0.14
C -5.338 -1.366 2.839 0.12 0.01 -0.07
C -5.657 -1.163 1.487 -0.11 -0.02 0.04
C -4.684 -1.053 0.534 0.16 -0.03 0.00
C -3.312 -1.128 0.873 -0.32 0.02 -0.21
O -2.454 -1.064 -0.111 0.64 -0.18 0.05
H -0.112 -1.751 4.111 -0.03 0.02 -0.04
H -1.605 -2.704 4.295 0.00 0.00 -0.01
H -1.575 -1.018 4.811 0.01 0.02 0.01
H -3.751 -1.585 4.228 0.02 -0.02 0.10
H -6.119 -1.455 3.578 -0.02 -0.01 0.06
H -6.696 -1.100 1.189 -0.05 0.00 -0.01
H -4.927 -0.915 -0.510 0.00 0.02 -0.03
C 4.628 -1.800 0.965 -0.09 -0.01 -0.09
C 4.976 -1.300 -0.448 0.12 0.03 0.01
S 3.567 -0.825 -1.483 -0.11 -0.07 -0.09
C 3.436 0.960 -1.243 0.08 0.15 -0.11
C 3.501 1.446 0.190 0.11 0.09 0.09
S 2.262 0.659 1.243 -0.24 0.01 0.06
C 3.024 0.845 2.871 0.28 -0.17 0.06
C 3.834 -0.377 3.301 -0.17 0.02 0.01
S 5.294 -0.763 2.304 0.06 0.04 0.01
H 5.033 -2.802 1.101 0.01 0.00 0.03
H 3.546 -1.857 1.074 0.00 -0.05 0.06
H 5.462 -2.105 -1.000 -0.03 0.02 -0.04
H 5.691 -0.476 -0.418 -0.01 0.00 -0.01
H 2.481 1.232 -1.703 0.00 -0.04 0.01
H 4.221 1.478 -1.803 -0.05 -0.08 -0.01
H 3.355 2.529 0.202 -0.01 -0.01 0.02
H 4.482 1.230 0.611 -0.01 -0.01 0.02
H 2.218 1.011 3.589 -0.06 -0.02 -0.03
H 3.640 1.747 2.868 -0.01 -0.04 -0.02
H 3.188 -1.257 3.320 0.04 -0.02 0.00
H 4.214 -0.235 4.315 -0.01 0.04 0.01
C -2.592 3.276 0.535 0.07 -0.05 0.09
Si -0.921 2.488 0.887 -0.04 -0.11 -0.05
C -1.027 1.924 2.669 0.04 0.13 -0.15
C 0.435 3.789 0.874 0.04 -0.11 -0.07
N -0.654 1.185 -0.275 0.44 -0.42 -0.39
C -0.712 1.551 -1.633 -0.06 -0.04 0.22
C -0.879 2.847 -2.123 0.01 0.24 -0.16
C -0.970 3.114 -3.484 0.03 -0.07 0.01
C -0.900 2.095 -4.417 -0.01 -0.09 0.10
C -0.716 0.787 -3.975 -0.05 0.47 -0.12
C -0.609 0.568 -2.624 0.05 -0.50 -0.02
O -0.394 -0.717 -2.116 0.22 0.10 0.44
C -0.267 -1.789 -3.009 -0.31 0.07 0.10
C -1.356 -2.636 -3.109 0.26 -0.13 -0.19
C -1.250 -3.728 -3.960 0.01 0.09 0.07
C -0.083 -3.936 -4.683 -0.08 -0.03 0.02
C 0.984 -3.058 -4.565 0.08 0.11 0.05
C 0.904 -1.959 -3.719 -0.30 -0.38 -0.07
H -2.863 3.933 1.361 -0.05 0.07 0.13
H -3.350 2.497 0.469 -0.10 -0.09 0.00
H -2.641 3.859 -0.379 -0.06 0.05 -0.03
H -1.027 2.842 3.258 0.01 0.08 0.09
H -0.188 1.318 2.986 0.19 -0.11 0.06
H -1.951 1.401 2.894 -0.21 -0.14 0.00
H 0.114 4.647 1.462 -0.06 0.12 0.09
H 0.732 4.154 -0.107 -0.02 -0.03 -0.09
H 1.320 3.369 1.351 0.06 0.00 0.06
H -0.957 3.675 -1.435 0.09 -0.03 -0.10
H -1.106 4.137 -3.805 -0.01 0.06 -0.04
H -0.988 2.300 -5.473 0.00 0.03 -0.08
H -0.660 -0.036 -4.673 0.01 0.03 0.02
H -2.237 -2.450 -2.510 0.02 0.02 0.00
H -2.076 -4.418 -4.048 -0.04 -0.05 -0.02
H -0.004 -4.791 -5.338 0.01 -0.05 -0.04
H 1.890 -3.232 -5.127 0.04 0.00 -0.02
H 1.723 -1.271 -3.611 0.13 0.13 0.07
I 0.520 -3.311 0.153 0.04 0.34 -0.09
```
Positions in Å, forces in eV/Å.

=====

Computed, not measured: a structure of composition C29H37INO3S3SiV, with wB97M-V/def2-TZVPD.

Computed properties:
Spin multiplicity: 3
Frontier orbital gap (alpha / beta): 7.22 / 7.42 eV
Energy above the lowest of the compared OMol25 structures with the same formula, charge and spin: 1.85 kcal/mol

Structure (XYZ):
```
76
Properties=species:S:1:pos:R:3:forces:R:3
V -0.385 1.074 0.835 -0.42 0.18 -0.68
C 3.280 -1.118 1.916 0.00 -0.02 0.03
C 2.095 -0.740 1.068 0.00 -0.06 0.07
O 1.327 0.113 1.550 0.13 0.12 -0.11
C 1.887 -1.364 -0.214 -0.03 0.04 0.03
C 2.828 -2.285 -0.728 0.05 0.01 0.06
C 2.648 -2.902 -1.934 -0.10 0.02 -0.08
C 1.487 -2.607 -2.680 0.14 -0.05 0.11
C 0.552 -1.731 -2.208 -0.23 0.12 -0.08
C 0.714 -1.074 -0.962 0.10 -0.14 0.13
O -0.198 -0.257 -0.563 -0.10 -0.12 0.06
H 3.219 -0.586 2.862 -0.01 0.01 0.00
H 4.212 -0.851 1.417 0.00 -0.02 -0.02
H 3.294 -2.192 2.103 0.02 0.00 -0.01
H 3.719 -2.502 -0.152 0.00 -0.01 -0.01
H 3.383 -3.599 -2.311 -0.01 0.00 -0.01
H 1.334 -3.083 -3.642 0.00 0.00 -0.01
H -0.343 -1.485 -2.767 0.04 -0.03 -0.02
C -0.521 -4.307 0.380 0.00 -0.12 -0.09
C -1.041 -3.966 1.785 -0.02 0.12 0.03
S -1.547 -2.237 2.036 0.00 -0.12 0.00
C -3.335 -2.293 1.739 0.09 0.03 0.03
C -3.776 -3.017 0.482 0.00 0.03 -0.09
S -3.027 -2.348 -1.036 -0.02 -0.03 0.00
C -3.148 -3.831 -2.076 0.01 0.08 0.05
C -1.914 -4.721 -2.070 0.01 -0.08 0.11
S -1.518 -5.557 -0.504 -0.01 0.05 -0.01
H 0.490 -4.709 0.445 0.01 0.03 0.04
H -0.488 -3.418 -0.244 -0.01 0.02 0.02
H -0.256 -4.135 2.522 0.01 -0.01 0.00
H -1.878 -4.605 2.071 0.01 -0.03 0.00
H -3.633 -1.242 1.712 0.02 -0.02 0.00
H -3.811 -2.756 2.604 -0.04 -0.01 -0.02
H -4.862 -2.939 0.398 -0.01 -0.02 0.03
H -3.514 -4.073 0.536 0.00 0.00 0.03
H -3.318 -3.473 -3.094 0.00 -0.01 -0.01
H -4.036 -4.390 -1.777 0.00 -0.03 -0.04
H -1.030 -4.161 -2.370 0.01 0.02 -0.06
H -2.054 -5.536 -2.784 0.02 0.02 -0.02
C 1.739 2.623 4.107 0.11 0.07 -0.01
Si 0.119 2.665 3.189 -0.14 -0.15 0.10
C -0.797 1.023 3.485 0.05 -0.05 -0.01
C -0.992 4.013 3.820 0.06 0.17 0.01
N 0.302 2.728 1.474 0.17 -0.06 0.37
C 0.692 3.768 0.654 0.01 -0.10 0.00
C 1.250 4.977 1.065 -0.09 0.02 0.11
C 1.607 5.945 0.137 0.00 0.03 -0.03
C 1.419 5.725 -1.219 -0.02 -0.04 0.01
C 0.878 4.519 -1.656 0.01 0.03 -0.02
C 0.543 3.568 -0.719 -0.15 -0.08 -0.08
O -0.015 2.321 -1.028 0.41 0.20 0.03
C 0.182 1.848 -2.327 -0.17 -0.10 -0.06
C 1.460 1.628 -2.808 0.04 0.03 0.05
C 1.616 1.139 -4.097 -0.05 -0.01 0.00
C 0.500 0.863 -4.878 0.03 0.00 0.02
C -0.773 1.072 -4.366 0.03 -0.01 0.00
C -0.940 1.569 -3.080 -0.06 0.01 -0.02
H 1.593 2.703 5.187 0.01 -0.02 0.00
H 2.385 3.446 3.792 0.01 -0.01 0.04
H 2.261 1.689 3.893 0.01 0.00 0.00
H -0.350 0.550 4.365 0.03 0.05 0.02
H -0.776 0.181 2.772 -0.02 0.06 0.00
H -1.851 1.207 3.691 -0.01 0.02 -0.03
H -1.274 3.824 4.858 0.00 0.01 0.00
H -1.901 4.057 3.216 -0.01 -0.02 0.00
H -0.505 4.990 3.775 -0.05 0.01 0.02
H 1.392 5.155 2.125 0.02 0.02 -0.02
H 2.034 6.880 0.475 0.00 -0.01 0.02
H 1.687 6.482 -1.942 0.00 0.01 0.00
H 0.724 4.327 -2.709 0.00 0.01 0.00
H 2.315 1.848 -2.181 0.00 -0.01 -0.01
H 2.611 0.965 -4.484 0.00 0.00 -0.01
H 0.625 0.481 -5.883 0.00 0.00 0.00
H -1.644 0.850 -4.969 0.00 0.00 0.00
H -1.919 1.726 -2.646 0.01 0.00 0.01
I -3.033 1.551 0.569 0.12 -0.07 0.02
```
Positions in Å, forces in eV/Å.

=====

Computed, not measured: a cluster of 3 separate species, C29H37NO10 in total at a distorted geometry, with wB97M-V/def2-TZVPD.

Computed properties:
SMILES: C[C@@H](C[C@@]1(OC(=O)c2ccccc2)OC(=O)O[C@H]1CON=O)OCc1ccccc1.C1CCOC1.C1CCOC1
Frontier orbital gap: 8.45 eV
Energy above the lowest of the compared OMol25 structures with the same formula, charge and spin: 11.93 kcal/mol

Structure (XYZ):
```
77
Properties=species:S:1:pos:R:3:forces:R:3
C -4.060 1.445 2.389 0.07 0.87 -0.15
C -3.373 1.683 1.007 -0.77 -0.80 1.27
C -4.175 0.902 -0.070 0.45 0.59 0.97
C -3.723 -0.551 -0.261 -1.79 -0.36 -0.38
O -3.919 -1.249 0.942 1.02 -0.16 -0.69
C -3.398 -2.535 0.963 0.53 -1.73 0.60
O -3.647 -3.395 0.158 -0.08 1.02 -0.12
C -2.492 -2.831 2.130 -0.80 1.01 0.03
C -1.708 -3.971 2.181 -0.45 0.06 -0.52
C -0.886 -4.143 3.273 0.83 -0.90 0.11
C -0.811 -3.226 4.302 -0.14 0.27 0.22
C -1.622 -2.096 4.263 0.52 -0.31 0.30
C -2.451 -1.922 3.176 -0.36 0.97 0.44
O -4.734 -1.054 -1.208 0.48 0.22 -1.51
C -4.269 -0.745 -2.460 -0.48 0.32 -0.45
O -4.857 -0.876 -3.497 0.81 0.22 1.47
O -2.978 -0.196 -2.340 -0.55 -0.64 -0.30
C -2.505 -0.844 -1.145 0.64 -0.04 0.27
C -1.086 -0.492 -0.670 0.69 -0.05 -0.91
O -0.995 -0.512 0.750 -1.18 0.36 -0.22
N 0.199 -1.192 1.187 0.91 0.53 -0.07
O 1.079 -0.434 1.240 -0.13 -0.61 0.19
O -3.388 3.092 0.817 0.18 -0.38 -0.70
C -2.635 3.488 -0.309 0.52 0.76 0.08
C -1.121 3.433 -0.119 -0.26 -0.04 -0.31
C -0.471 3.103 1.054 -0.27 0.02 0.13
C 0.916 3.057 1.063 0.62 -0.29 0.94
C 1.681 3.330 -0.047 0.21 0.19 -0.66
C 1.030 3.704 -1.222 0.32 -0.06 0.10
C -0.344 3.746 -1.231 -0.49 0.14 -0.77
H -4.776 0.620 2.367 0.41 -0.05 0.13
H -4.639 2.353 2.623 0.14 -0.24 -0.11
H -3.320 1.339 3.193 -0.24 -0.18 -0.18
H -2.345 1.316 1.128 -0.18 0.11 -0.58
H -5.211 0.845 0.293 0.23 -0.16 -0.19
H -4.243 1.445 -1.019 0.38 -0.35 0.13
H -1.752 -4.675 1.357 0.14 0.02 0.25
H -0.244 -5.022 3.327 -0.16 0.11 -0.13
H -0.136 -3.392 5.139 -0.13 0.01 -0.19
H -1.561 -1.375 5.076 -0.21 -0.06 -0.24
H -3.081 -1.034 3.169 0.12 -0.24 -0.25
H -2.456 -1.892 -1.472 -0.34 -0.03 0.93
H -0.423 -1.293 -1.042 -0.22 0.23 -0.04
H -0.681 0.434 -1.114 -0.41 0.03 0.38
H -2.905 4.537 -0.507 -0.03 -0.29 0.11
H -2.876 2.936 -1.232 -0.12 -0.05 0.33
H -1.041 2.883 1.955 0.14 0.05 -0.14
H 1.450 2.791 1.976 -0.30 0.01 -0.11
H 2.768 3.264 -0.037 -0.23 0.05 0.13
H 1.586 3.957 -2.123 -0.04 -0.08 0.21
H -0.848 4.026 -2.160 0.05 -0.07 0.20
C 7.289 3.422 -1.881 0.00 -0.09 -0.20
C 7.025 4.919 -1.825 0.08 0.09 0.18
C 5.505 4.968 -1.841 -0.15 -0.02 -0.14
O 5.049 3.773 -1.196 0.17 0.01 -0.06
C 6.151 2.873 -1.035 -0.04 0.02 0.21
H 8.272 3.134 -1.509 -0.02 0.00 0.02
H 7.197 3.066 -2.910 0.02 -0.02 0.02
H 7.403 5.328 -0.885 -0.01 0.02 -0.03
H 7.476 5.477 -2.645 -0.03 -0.01 -0.01
H 5.118 4.970 -2.866 0.04 0.08 -0.01
H 5.107 5.839 -1.319 -0.07 -0.07 0.03
H 6.420 2.853 0.027 0.06 -0.07 -0.02
H 5.849 1.869 -1.335 -0.09 0.03 0.01
C 1.908 -5.518 -1.627 -0.03 -0.19 -0.06
C 0.937 -4.462 -2.135 0.06 0.21 0.01
C -0.238 -4.638 -1.187 -0.11 -0.18 0.01
O 0.303 -5.086 0.061 0.14 -0.02 -0.21
C 1.673 -5.461 -0.126 0.06 0.16 0.14
H 2.945 -5.331 -1.902 -0.01 0.01 0.02
H 1.624 -6.500 -2.014 0.02 0.01 0.01
H 1.374 -3.467 -2.010 -0.01 -0.01 -0.02
H 0.661 -4.583 -3.181 -0.02 -0.01 0.02
H -0.932 -5.403 -1.550 -0.05 0.09 -0.07
H -0.797 -3.712 -1.029 -0.04 -0.05 0.11
H 2.300 -4.696 0.345 0.07 -0.04 -0.01
H 1.859 -6.416 0.368 -0.08 0.02 0.04
```
Positions in Å, forces in eV/Å.

=====

Q: Which of these has the lowest energy above the lowest of the compared OMol25 structures with the same formula, charge and spin?
A: number 1

=====

Q: Which of these has the lowest energy above the lowest of the compared OMol25 structures with the same formula, charge and spin?
A: number 1

=====

Q: The lowest energy above the lowest of the compared OMol25 structures with the same formula, charge and spin belongs to which entry?
A: number 1